1.
The following is a DFT calculation (ωB97M-V/def2-TZVPD) of C6H6INOS in the gas phase at a distorted geometry.

CARTESIAN COORDINATES (ANGSTROEM)
C  -0.674  0.882  1.826
C  -1.449  -1.395  1.426
C  -0.050  0.196  0.809
C  1.423  -0.138  -1.127
C  0.408  0.234  -2.071
C  1.153  0.591  0.224
N  -0.499  -1.076  0.608
O  -0.844  -0.271  -1.903
S  -1.933  -0.148  2.541
I  1.841  2.571  0.412
H  -0.285  1.700  2.278
H  -2.160  -2.210  1.196
H  1.374  -1.171  -0.776
H  2.421  0.135  -1.373
H  0.391  1.057  -2.723
H  -1.116  -0.957  -1.347

Summary:
- E_HOMO (spin up / spin down): -7.46 / -6.95 eV
- E_LUMO (spin up / spin down): 0.013 / -0.026 Ha
- Kohn-Sham gap (spin up / spin down): 0.28712 / 0.22947 Eh
- Spin multiplicity: 1
- Energy above the lowest of the compared OMol25 structures with the same formula, charge and spin: 33.0 kcal/mol
- Total energy: -1057.9714 a.u.

---

2.
The following is a DFT calculation (ωB97M-V/def2-TZVPD) of C3H9OP in the gas phase at a distorted geometry.

CARTESIAN COORDINATES (ANGSTROEM)
C  -0.319  -0.097  1.315
C  0.195  -0.298  -0.080
C  -1.122  -0.074  -1.226
O  0.692  -1.587  -0.298
P  1.610  0.853  -0.766
H  -0.696  0.967  1.384
H  0.604  -0.368  1.960
H  -1.174  -0.820  1.494
H  -0.754  -0.109  -2.198
H  -1.759  0.888  -1.177
H  -1.673  -0.905  -0.921
H  0.994  -1.759  0.569
H  2.300  1.160  0.459
H  1.102  2.149  -0.516

Summary:
- E_HOMO: -9.30 eV
- E_LUMO: 0.031 Ha
- Kohn-Sham gap: 0.37307 Eh
- Spin multiplicity: 1
- Energy above the lowest of the compared OMol25 structures with the same formula, charge and spin: 54.6 kcal/mol
- SMILES: CC(C)(O)P
- Total energy: -536.2174 a.u.